Entry 1:
Density functional theory data (ωB97M-V with the def2-TZVPD basis set) for 9 unconnected molecules or ions with the total composition C80H96ClF6N12O4.

Last column: Löwdin charge in e.
Positions of all 199 atoms, in Å:
C -1.12207 1.00272 2.23213  -0.39
O -0.10784 1.87270 1.59988  -0.10
O -1.42130 1.68255 3.40643  -0.22
C -2.29690 0.45277 1.34610  -0.62
F -1.81349 -0.40303 0.44044  0.11
F -3.25930 -0.25819 1.92541  0.15
F -2.93210 1.38143 0.69689  0.15
C 0.20024 1.58993 0.29607  -0.37
C 1.24615 2.50988 -0.21111  -0.10
H 0.91220 3.53597 -0.36509  0.05
H 2.05155 2.66337 0.50713  0.06
H 1.52803 2.09608 -1.17931  0.03
H -0.51692 1.56010 -0.52423  0.11
H 0.62667 0.59035 0.21184  0.09
H -0.59972 0.09063 2.52079  0.12
C 7.91018 2.66414 3.91230  -0.30
O 7.04187 3.34846 2.97675  -0.08
O 8.26314 1.33953 3.43166  -0.15
C 9.17041 3.56382 4.39336  -0.58
F 10.30277 3.29001 3.75448  0.16
F 8.95655 4.86346 4.33637  0.17
F 9.54001 3.39011 5.66260  0.15
C 5.65072 3.10153 2.95540  -0.30
C 4.95311 4.18578 2.19245  -0.08
H 3.86425 4.13607 2.19789  0.05
H 5.17497 5.23051 2.41018  0.09
H 5.32230 4.07369 1.17302  0.07
H 5.16754 2.98290 3.92523  0.11
H 5.33424 2.21567 2.40478  0.07
H 7.33886 2.47999 4.82212  0.14
C -0.87419 5.68568 -0.98947  0.01
N -1.94374 5.29809 -0.09949  -0.06
C -1.71723 4.63311 1.06754  0.03
C -2.72556 4.40618 1.98253  0.07
C -4.07707 4.67797 1.60146  -0.11
C -4.26452 5.27112 0.34817  0.02
C -3.23588 5.57930 -0.50666  0.03
C -5.18655 4.42631 2.51561  -0.14
C -6.27110 5.29336 2.76999  0.10
C -7.34220 4.76169 3.50677  0.01
N -7.28688 3.60430 4.12855  -0.07
C -6.32021 2.73628 3.88161  0.03
C -5.27666 3.11615 2.97931  0.06
C -8.41407 3.37713 5.13458  0.10
H 0.01104 5.79266 -0.36255  0.11
H -1.04768 6.68814 -1.38070  0.13
H -0.73881 4.94211 -1.77489  0.11
H -0.76024 4.26543 1.40723  0.14
H -2.41766 3.95606 2.91472  0.12
H -5.22184 5.30976 -0.15030  0.13
H -3.38101 6.09894 -1.44224  0.16
H -6.39049 6.23430 2.25349  0.15
H -8.09231 5.48911 3.77989  0.16
H -6.26934 1.78121 4.38325  0.15
H -4.49513 2.38863 2.81708  0.11
H -9.18592 4.14546 5.08979  0.12
H -7.92692 3.20252 6.09390  0.12
H -8.87423 2.45072 4.79088  0.11
C -2.39007 -8.72907 -2.14600  0.06
N -2.04161 -7.34393 -2.51804  -0.08
C -2.56021 -6.58344 -3.52988  0.07
C -2.04502 -5.31661 -3.75927  0.05
C -0.95726 -4.83136 -3.07031  -0.14
C -0.44652 -5.64126 -2.04877  0.05
C -0.96255 -6.91196 -1.85077  -0.01
C -0.33615 -3.49278 -3.23433  -0.14
C 0.17024 -3.07156 -4.47999  0.06
C 0.69232 -1.82634 -4.62700  0.02
N 0.71130 -1.02254 -3.55325  -0.05
C 0.31325 -1.40210 -2.29473  0.05
C -0.28212 -2.64662 -2.17344  0.03
C 1.37878 0.33678 -3.64188  0.02
H -2.42820 -8.85823 -1.06434  0.10
H -1.65521 -9.37238 -2.62996  0.13
H -3.35958 -8.87672 -2.62178  0.12
H -3.45933 -6.94098 -4.00961  0.16
H -2.39848 -4.69713 -4.57027  0.14
H 0.43149 -5.42201 -1.45934  0.14
H -0.57374 -7.65396 -1.16913  0.15
H 0.09683 -3.75055 -5.31664  0.15
H 1.04573 -1.44148 -5.57219  0.16
H 0.42799 -0.67628 -1.50326  0.11
H -0.62954 -2.98357 -1.20795  0.13
H 1.49591 0.72503 -4.65364  0.10
H 2.27399 0.22275 -3.03055  0.03
H 0.75114 1.07422 -3.14153  0.09
C 0.65347 3.19729 5.44274  0.05
N 1.51198 2.06011 4.97712  -0.06
C 1.97667 2.09889 3.68921  0.01
C 2.80637 1.08649 3.20247  0.04
C 3.21559 0.01659 4.04279  -0.08
C 2.77517 0.06694 5.39177  0.06
C 1.91170 1.09797 5.85177  0.02
C 4.05628 -1.12267 3.46060  -0.09
C 5.07728 -0.93531 2.55454  0.05
C 5.69644 -2.02904 1.92235  0.04
N 5.34602 -3.27613 2.22991  -0.08
C 4.44576 -3.52624 3.22363  0.02
C 3.74686 -2.47674 3.76605  0.03
C 5.96673 -4.34891 1.43898  0.04
H 1.33067 4.03414 5.61348  0.12
H 0.12162 2.84073 6.32484  0.10
H -0.06711 3.50108 4.68340  0.08
H 1.66736 2.92298 3.06343  0.13
H 3.02849 1.14492 2.14717  0.09
H 2.93628 -0.82989 5.97153  0.13
H 1.57454 1.19082 6.87359  0.15
H 5.42254 0.01282 2.16954  0.11
H 6.35749 -1.85234 1.08677  0.15
H 4.29201 -4.57029 3.45321  0.15
H 3.01516 -2.73132 4.51851  0.12
H 6.54713 -5.01200 2.08049  0.13
H 6.52395 -3.96221 0.58571  0.11
H 5.09300 -4.82930 0.99862  0.11
C -1.87590 0.40256 6.21708  0.03
N -2.06011 -0.87846 5.47783  -0.06
C -1.03697 -1.54599 4.83959  -0.02
C -1.20334 -2.80059 4.36094  0.03
C -2.46473 -3.47094 4.47520  -0.13
C -3.55572 -2.75857 5.06097  0.05
C -3.31553 -1.48549 5.59507  0.04
C -2.65907 -4.84887 4.09346  -0.15
C -3.30405 -5.67390 5.01248  0.05
C -3.56399 -6.99344 4.68167  0.04
N -3.13864 -7.52017 3.51910  -0.09
C -2.42779 -6.79644 2.60313  0.01
C -2.18030 -5.45465 2.88034  0.05
C -3.28393 -8.97691 3.31873  0.05
H -0.80604 0.59252 6.13092  0.06
H -2.19313 0.19160 7.23834  0.12
H -2.35705 1.23355 5.70130  0.09
H -0.10350 -1.02325 4.69204  0.12
H -0.36064 -3.24616 3.85326  0.12
H -4.56147 -3.15153 5.08244  0.14
H -4.05335 -0.83251 6.03738  0.14
H -3.60090 -5.36418 6.00362  0.15
H -3.93353 -7.63255 5.46996  0.17
H -2.08194 -7.40401 1.77994  0.13
H -1.72742 -4.77551 2.17319  0.11
H -3.24181 -9.14456 2.24252  0.10
H -4.26559 -9.20451 3.73423  0.12
H -2.51562 -9.55109 3.83654  0.13
C 13.67050 -0.87669 -4.37191  0.08
N 12.25677 -0.36638 -4.26266  -0.06
C 11.59402 0.09085 -5.38369  0.08
C 10.19270 0.36243 -5.32077  0.08
C 9.53317 0.26592 -4.06805  -0.13
C 10.21000 -0.20894 -2.98292  0.03
C 11.55266 -0.58122 -3.11087  0.05
C 8.12436 0.82546 -3.94620  -0.05
C 7.23642 0.67680 -5.04726  0.05
C 5.96731 1.21189 -4.92654  0.01
N 5.49923 1.80189 -3.80679  -0.07
C 6.28674 1.90196 -2.72212  -0.04
C 7.54909 1.45900 -2.79336  0.05
C 4.17375 2.44930 -3.80625  0.01
H 13.64442 -1.92158 -4.68112  0.13
H 14.11197 -0.80452 -3.37794  0.11
H 14.10092 -0.15385 -5.06497  0.12
H 12.15750 0.11534 -6.30473  0.16
H 9.61134 0.75812 -6.14043  0.12
H 9.81756 -0.36318 -1.98864  0.14
H 12.15241 -1.06898 -2.35669  0.15
H 7.48968 0.28836 -6.02265  0.13
H 5.30681 1.03363 -5.76223  0.15
H 5.92920 2.45829 -1.86826  0.14
H 8.09688 1.60590 -1.87425  0.14
H 4.21953 3.53791 -3.83669  0.12
H 3.72071 2.22341 -2.84093  0.03
H 3.61935 1.92530 -4.58483  0.08
C -11.01230 0.22997 -9.16970  0.04
N -10.28397 0.65172 -8.01556  -0.06
C -8.95658 0.88163 -8.16502  0.00
C -8.12075 1.14585 -7.17641  0.02
C -8.56124 1.16526 -5.83548  -0.09
C -9.96081 1.05085 -5.67895  0.08
C -10.82914 0.73367 -6.78141  0.10
C -7.71384 1.43638 -4.62387  -0.12
C -6.64352 2.26852 -4.79331  0.05
C -5.75723 2.49049 -3.73707  0.04
N -5.95184 1.91355 -2.52826  -0.10
C -7.01782 1.09823 -2.29677  0.05
C -7.94501 0.94652 -3.33750  0.08
C -4.95057 2.09560 -1.45087  0.03
H -11.19603 1.02351 -9.89402  0.14
H -11.93065 -0.26516 -8.85412  0.13
H -10.43364 -0.48729 -9.75177  0.13
H -8.50701 0.86846 -9.14690  0.17
H -7.12548 1.32660 -7.55479  0.14
H -10.53008 1.06550 -4.76128  0.13
H -11.89741 0.61324 -6.67804  0.17
H -6.46467 2.77350 -5.73108  0.14
H -4.87348 3.09470 -3.87960  0.15
H -7.06515 0.72218 -1.28547  0.15
H -8.85228 0.36086 -3.35398  0.13
H -4.12576 2.65320 -1.89453  0.10
H -4.54838 1.13495 -1.12918  0.10
H -5.54237 2.63052 -0.70807  0.11
Cl 3.79154 0.36470 -0.72288  -0.37

Forces on atoms 1 to 3 (eV/Å):
0.622 1.694 4.380
-2.624 -0.367 -0.298
-0.928 -1.356 -2.268

## Properties
ΔE to the lowest compared entry with this formula, charge and spin, kJ/mol: 0.0
E_LUMO, eV: -16.813
Net charge: +9
Orbital gap, eV: 1.2

***

Entry 2:
Density functional theory data (ωB97M-V with the def2-TZVPD basis set) for a single C4H7NO2 molecule.

Last column: natural (NBO) charge in e.
Positions of all 14 atoms, in Å:
N -0.44388 1.07917 -1.28698  -0.84
C -1.22895 0.13374 -0.67843  0.68
O -2.42540 0.27355 -0.56335  -0.60
C -0.48696 -1.02866 -0.06943  -0.50
C 0.23570 -0.58119 1.21122  -0.51
C 1.54480 0.11212 0.99525  0.46
O 2.27890 -0.09993 0.07379  -0.53
H 0.44878 0.79836 -1.66182  0.40
H -0.95951 1.77237 -1.81418  0.40
H 0.21659 -1.42784 -0.78972  0.23
H -1.21167 -1.79618 0.13971  0.24
H 0.39390 -1.47438 1.81849  0.25
H -0.41993 0.07586 1.77621  0.23
H 1.76387 0.83544 1.81127  0.11

Forces on atoms 1 to 3 (eV/Å):
-0.123 0.002 -0.277
0.071 0.123 -0.068
-0.291 0.042 0.042

## Properties
ΔE to the lowest compared entry with this formula, charge and spin, kJ/mol: 44.9
E_LUMO, eV: 0.834
Structure (SMILES): NC(=O)CCC=O
Orbital gap, eV: 10.8

***

Entry 3:
Density functional theory data (ωB97M-V with the def2-TZVPD basis set) for a gas-phase ion, C10H14N5 (charge +1).

Last column: natural (NBO) charge in e.
Positions of all 29 atoms, in Å:
H 2.95250 -1.46058 -1.63363  0.37
N 2.37955 -1.34548 -0.81794  -0.53
C 1.80876 -0.27082 -0.58118  0.39
C 0.89307 -0.05735 0.47948  -0.35
C -0.07641 -0.98214 0.70714  -0.05
C -1.05247 -0.95813 1.74051  -0.22
C -0.77622 -0.28565 2.89735  0.12
N -1.49002 -0.45111 4.00577  -0.45
C -2.37494 -1.40322 4.03224  0.29
N -2.80612 -2.07849 2.95007  -0.44
C -2.21600 -1.79151 1.84582  0.32
C -2.58980 -2.68463 0.65279  -0.68
N 1.89058 0.95970 -1.47916  -0.21
N 0.86198 1.70805 -1.44204  0.11
C 0.85070 2.77561 -2.33869  -0.34
C 1.90072 2.82590 -3.37176  -0.71
H 0.98946 0.78298 1.27796  0.24
H 0.04213 -1.69251 -0.11802  0.23
H -0.04185 0.49398 3.02633  0.20
H -2.89153 -1.82833 4.92434  0.21
H -2.68046 -3.73769 1.02774  0.25
H -3.59960 -2.41253 0.23211  0.25
H -2.00551 -2.68683 -0.30084  0.22
H 2.56797 1.10728 -2.19261  0.41
H -0.28044 3.00947 -2.62328  0.30
H 1.04370 3.73947 -1.72158  0.31
H 1.92302 3.76933 -3.99715  0.29
H 2.85497 2.92743 -2.97966  0.23
H 1.92227 2.02781 -4.20210  0.25

Forces on atoms 1 to 3 (eV/Å):
0.282 0.150 -0.587
0.223 -0.279 -0.030
0.547 0.515 -0.415

## Properties
ΔE to the lowest compared entry with this formula, charge and spin, kJ/mol: 493.2
E_LUMO, eV: -6.056
Structure (SMILES): [H]/N=C(/C=C/c1cncnc1C)\[NH+]=N\CC
Net charge: +1
Orbital gap, eV: 6.1